{"formula": "CH3NO3S", "method": "ωB97M-V/def2-TZVPD", "symbols": ["H", "O", "O", "O", "S", "H", "N", "H", "C"], "coordinates": [[2.797423, -0.460526, 0.249908], [-0.829463, 1.314215, 0.081143], [2.357129, 0.195432, -0.387874], [-1.554758, -1.121488, 0.022829], [-2.469185, 0.009170, 0.041109], [0.806356, -1.039314, -0.928001], [0.967299, -0.181728, -0.285162], [-2.348081, 0.370125, 1.324043], [0.273276, 0.914112, -0.117991]], "forces_ev_per_a": [[-0.8, 1.5, -1.2], [0.0, 2.0, -0.3], [0.7, -2.0, 1.1], [1.3, -2.5, -0.8], [-2.0, 0.3, 0.2], [-0.3, 2.0, 1.6], [0.6, -1.4, -1.7], [-0.7, 0.5, 0.6], [1.0, -0.4, 0.5]], "mulliken_charge": [0.3462, -0.3597, -0.4104, -0.5467, 0.2622, 0.3060, -0.0730, 0.1645, 0.3110], "total_charge": 0, "e_tot_ha": -718.35513, "homo_energy_ev": [-8.17, -7.76], "homo_lumo_gap_ev": [8.108, 7.362], "de_lowest_kj_mol": 566.9}

=====

{"formula": "CH3NO4", "method": "ωB97M-V/def2-TZVPD", "symbols": ["H", "O", "H", "O", "O", "O", "C", "H", "N"], "coordinates": [[-0.976880, 1.171049, 0.185075], [1.378077, 0.923267, -0.491502], [-1.133881, -0.369137, -0.936981], [1.740547, -0.282205, -0.898055], [1.172308, 0.941753, 0.846995], [0.841800, -1.322794, 0.163600], [-1.065046, 0.011765, 0.001533], [-1.944750, -0.398767, 0.414417], [-0.012177, -0.674933, 0.714920]], "forces_ev_per_a": [[-0.4, -2.6, -0.7], [0.6, 0.8, 1.8], [0.6, -0.3, -3.4], [1.5, 0.9, -2.5], [0.5, 1.9, -1.1], [-2.8, -1.3, 1.9], [0.0, 2.8, 2.4], [-1.2, 0.1, 1.1], [1.1, -2.3, 0.5]], "lowdin_spin": [-0.0018, 0.4005, 0.0101, 0.4191, 0.5327, 0.2637, 0.0554, -0.0031, 0.3232], "total_charge": 0, "multiplicity": 3, "e_tot_ha": -395.16296, "homo_energy_ev": [-8.87, -10.09], "homo_lumo_gap_ev": [8.648, 7.548], "de_lowest_kj_mol": 422.6}

=====

{"formula": "CH3NOP2S", "method": "ωB97M-V/def2-TZVPD", "symbols": ["H", "P", "S", "N", "H", "P", "O", "C", "H"], "coordinates": [[1.184071, 1.347122, 1.824732], [1.185877, -0.777432, 0.661354], [-1.615961, 1.142933, -0.505586], [-0.406178, 1.527361, 0.543280], [-0.822896, -1.141828, -1.953799], [-1.608674, -1.186141, -0.739576], [-0.259269, -1.571100, 0.145370], [0.647691, 0.945706, 0.934345], [1.695342, -0.286618, -0.910123]], "forces_ev_per_a": [[-0.2, 0.5, -0.9], [-0.6, 0.2, -4.1], [0.1, -1.6, -0.1], [0.1, 0.8, 0.3], [-0.7, 0.0, 0.1], [1.9, 1.4, -0.3], [0.5, 0.6, 1.2], [-0.4, -1.0, 1.3], [-0.7, -1.0, 2.6]], "mulliken_charge": [0.3065, 0.0969, -0.0536, -0.3747, 0.0739, 0.1638, -0.3050, 0.0395, 0.0526], "total_charge": 0, "smiles": "c1ns[pH]o[pH]1", "e_tot_ha": -1250.72975, "homo_energy_ev": -8.73, "homo_lumo_gap_ev": 8.440, "de_lowest_kj_mol": 235.9}

=====

{"formula": "CH3NOP2S", "method": "ωB97M-V/def2-TZVPD", "symbols": ["H", "H", "H", "O", "S", "P", "C", "P", "N"], "coordinates": [[1.202376, -1.379341, -1.345732], [2.627186, 1.388629, 0.588811], [-0.498092, 0.273218, 1.744719], [-0.666327, 1.442111, -0.155998], [-1.891334, -1.168976, 0.154339], [-1.596206, 0.724225, 1.156174], [0.554256, -0.780256, -0.732813], [0.784385, 0.990704, -0.815544], [-0.516243, -1.490317, -0.593954]], "forces_ev_per_a": [[1.2, 0.2, -0.1], [-1.8, -0.5, -1.1], [1.9, -0.8, 1.3], [0.1, 0.0, 0.7], [-1.5, 0.9, 1.0], [-0.6, 0.6, -2.7], [-0.6, -1.0, -0.7], [0.0, 0.6, 1.7], [1.2, 0.0, -0.1]], "mulliken_charge": [0.3627, -0.0206, 0.0844, -0.3271, 0.0121, 0.1590, -0.0056, 0.0735, -0.3385], "total_charge": 0, "e_tot_ha": -1250.66483, "homo_energy_ev": [-8.97, -8.30], "homo_lumo_gap_ev": [7.711, 7.362], "de_lowest_kj_mol": 406.3}

=====

{"formula": "CH3NOS", "method": "ωB97M-V/def2-TZVPD", "symbols": ["H", "H", "O", "S", "N", "H", "C"], "coordinates": [[1.086024, -1.096987, 0.641595], [1.826255, 0.634442, 0.252705], [-2.661403, -0.569273, -1.274495], [-0.249141, 0.513208, -0.691938], [-1.860475, 0.299046, -1.469996], [0.798068, 0.236163, 1.748174], [1.060672, -0.016600, 0.793955]], "forces_ev_per_a": [[0.8, 0.3, 0.2], [-0.7, -1.3, 1.2], [1.9, 2.3, -0.3], [0.9, 1.2, 0.5], [-1.6, -3.0, 1.0], [-0.8, 1.0, 2.2], [-0.6, -0.5, -4.9]], "mulliken_charge": [0.2677, 0.2620, -0.2712, -0.0112, 0.1805, 0.3080, -0.7358], "total_charge": 0, "smiles": "CSN=O", "e_tot_ha": -567.93917, "homo_energy_ev": [-9.47, -9.47], "homo_lumo_gap_ev": [8.898, 8.898], "de_lowest_kj_mol": 424.3}

=====

{"formula": "CH3NOS", "method": "ωB97M-V/def2-TZVPD", "symbols": ["C", "N", "H", "O", "H", "S", "H"], "coordinates": [[-1.290862, 0.352296, 0.035829], [1.348275, -0.702702, 0.000433], [1.565712, -0.155441, -0.843366], [-2.466134, 0.413735, -0.086417], [-0.498390, 1.198598, 0.278813], [-0.265858, -1.128430, -0.131141], [1.607255, 0.021947, 0.745848]], "forces_ev_per_a": [[2.9, 0.5, 0.2], [1.0, 3.1, 0.3], [0.3, -0.7, 0.1], [-0.2, 0.1, 0.1], [-1.6, -0.6, -0.3], [-1.6, -0.8, 0.3], [-0.8, -1.7, -0.7]], "mulliken_charge": [0.1548, -0.5368, 0.2874, -0.4004, 0.1643, 0.0472, 0.2834], "total_charge": 0, "smiles": "NSC=O", "e_tot_ha": -568.05038, "homo_energy_ev": -9.70, "homo_lumo_gap_ev": 10.216, "de_lowest_kj_mol": 132.3}

=====

{"formula": "CH3NOS", "method": "ωB97M-V/def2-TZVPD", "symbols": ["N", "H", "H", "O", "C", "H", "S"], "coordinates": [[-0.536466, 1.028576, -0.347032], [1.947064, 0.440097, -0.499600], [-2.584762, 0.669327, 0.277898], [-1.215811, -0.644717, 1.500964], [1.121058, -0.094624, -0.162389], [1.111494, -0.471121, 0.842182], [-1.405329, 0.721803, 1.002171]], "forces_ev_per_a": [[4.0, -1.8, 0.3], [1.0, 1.0, -1.2], [0.1, 0.2, 0.2], [0.0, -0.1, 0.8], [-4.7, 2.1, 0.9], [-0.3, -0.6, 0.1], [0.0, -0.8, -1.1]], "mulliken_charge": [-0.3050, 0.3332, 0.1727, -0.5484, -0.4003, 0.3118, 0.4360], "total_charge": 0, "e_tot_ha": -567.82816, "homo_energy_ev": [-9.87, -9.47], "homo_lumo_gap_ev": [8.566, 8.305], "de_lowest_kj_mol": 715.7}

=====

{"formula": "CH3NOS2", "method": "ωB97M-V/def2-TZVPD", "symbols": ["C", "S", "H", "N", "H", "O", "S", "H"], "coordinates": [[-0.757280, -0.547607, 0.068473], [1.508033, 0.256754, -0.415194], [-1.584844, -0.672719, -0.579681], [-0.176000, 0.527231, -0.652888], [-0.781143, 1.346275, -0.657348], [2.150817, 1.132809, 0.884087], [0.743697, -1.638293, 0.185966], [-1.103277, -0.404448, 1.166582]], "forces_ev_per_a": [[-0.5, -0.1, 2.2], [2.3, 4.5, 4.6], [-1.2, -2.1, -0.1], [1.2, 0.1, 0.6], [1.3, 0.5, -0.1], [-2.8, -3.7, -5.0], [-0.8, 0.6, -0.5], [0.5, 0.2, -1.8]], "mulliken_charge": [-0.3140, 0.3596, 0.3837, -0.2715, 0.2809, -0.5416, -0.1347, 0.2376], "total_charge": 0, "e_tot_ha": -966.15948, "homo_energy_ev": -9.54, "homo_lumo_gap_ev": 9.153, "de_lowest_kj_mol": 234.5}

=====

{"formula": "CH3O2", "method": "ωB97M-V/def2-TZVPD", "symbols": ["O", "H", "O", "H", "C", "H"], "coordinates": [[-0.743480, -1.819781, 1.178855], [0.661326, -0.344130, 1.411639], [0.671340, 1.162866, -1.629575], [-0.057498, 1.779906, -1.830476], [-0.161343, -0.781927, 0.780505], [-0.370345, 0.003065, 0.089052]], "forces_ev_per_a": [[1.4, 2.6, -1.9], [0.2, -0.9, -0.2], [-0.6, 0.2, 0.2], [0.4, -0.3, 0.1], [-0.5, -1.6, 3.8], [-0.9, -0.1, -2.0]], "mulliken_charge": [-0.5194, 0.1642, -1.1107, 0.1310, 0.1191, 0.2158], "total_charge": -1, "e_tot_ha": -190.32498, "homo_energy_ev": -2.49, "homo_lumo_gap_ev": 6.752, "de_lowest_kj_mol": 127.2}

=====

{"formula": "CH3O2S2", "method": "ωB97M-V/def2-TZVPD", "symbols": ["H", "H", "S", "H", "O", "O", "S", "C"], "coordinates": [[0.750303, 1.159551, 0.871832], [0.661686, 1.206698, -0.936823], [-1.815621, -0.192134, 0.909624], [-2.657229, -0.107881, -0.252004], [1.969248, -0.178461, 0.003337], [-0.073118, -1.586454, -0.908099], [0.299055, -0.968388, 0.316080], [0.865676, 0.667068, -0.003947]], "forces_ev_per_a": [[-0.3, 2.5, 2.5], [-0.4, -0.3, 0.2], [-3.0, 0.4, -0.4], [1.3, -0.2, 1.4], [1.5, -0.7, -0.4], [-0.2, -2.1, -2.8], [0.8, 2.8, 0.9], [0.3, -2.3, -1.5]], "mulliken_charge": [0.2956, 0.2407, -0.6416, 0.0601, -0.5860, -0.5597, 0.4575, -0.2665], "total_charge": -1, "e_tot_ha": -986.70991, "homo_energy_ev": -3.47, "homo_lumo_gap_ev": 7.309, "de_lowest_kj_mol": 304.0}

=====

{"formula": "CH3O2S2", "method": "ωB97M-V/def2-TZVPD", "symbols": ["H", "S", "O", "H", "S", "O", "H", "C"], "coordinates": [[-2.456418, -0.530830, -0.403867], [1.793448, 0.681316, 0.401064], [1.674876, 1.424445, -0.854346], [-0.949741, 0.704061, -0.287303], [-1.133340, -0.829670, 1.611020], [3.028198, -0.121317, 0.476776], [-0.648883, -0.994732, -0.752485], [-1.308141, -0.333274, -0.190859]], "forces_ev_per_a": [[2.5, 0.8, -0.2], [1.9, -0.2, -0.9], [-0.3, -0.7, 1.1], [-0.7, -0.3, -0.4], [0.5, 0.3, -0.6], [-1.8, 0.8, 0.1], [-0.4, 0.0, -0.4], [-1.8, -0.7, 1.2]], "mulliken_charge": [0.1811, 0.7209, -0.4212, 0.1672, -0.6592, -0.4554, 0.1977, -0.7311], "total_charge": -1, "e_tot_ha": -986.76689, "homo_energy_ev": [-2.70, -2.70], "homo_lumo_gap_ev": [5.234, 5.230], "de_lowest_kj_mol": 154.5}

=====

{"formula": "CH3O3P", "method": "ωB97M-V/def2-TZVPD", "symbols": ["H", "H", "O", "H", "O", "C", "P", "O"], "coordinates": [[-1.781276, 0.982801, 0.583928], [2.774317, -1.015073, -0.275593], [2.546955, -0.661326, -1.133931], [-0.849237, -0.248181, -0.683031], [1.248174, 1.012953, -2.353923], [-0.764490, 0.492101, 0.154561], [2.416033, 0.938439, -1.498986], [0.305721, 0.743473, 0.600312]], "forces_ev_per_a": [[2.0, -0.9, -0.9], [0.4, 0.3, 0.4], [-0.2, 0.6, -0.6], [-0.3, 0.5, 0.3], [-0.6, 0.4, -0.8], [-2.4, 0.0, -0.1], [0.4, -1.3, 1.0], [0.7, 0.5, 0.7]], "mulliken_charge": [0.2106, 0.3404, -0.4418, 0.2286, -0.3940, -0.0554, 0.4811, -0.3695], "total_charge": 0, "smiles": "O=PO.C=O", "e_tot_ha": -606.97784, "homo_energy_ev": -10.35, "homo_lumo_gap_ev": 10.384, "de_lowest_kj_mol": 124.4}